{
  "formula": "C55H45N8O3S4Sn",
  "method": "ωB97M-V/def2-TZVPD",
  "largest_force_ev_per_a": 2.516,
  "de_lowest_kcal_mol": 98.30,
  "charge": 1,
  "multiplicity": 1,
  "e_homo_ha": -0.3117,
  "energy_ha": -4593.1993,
  "gap_ev": 5.518,
  "species": ["Sn", "O", "C", "C", "C", "C", "C", "C", "C", "O", "N", "N", "C", "C", "C", "C", "C", "C", "C", "O", "H", "H", "H", "H", "H", "H", "H", "H", "H", "H", "N", "S", "N", "S", "N", "S", "N", "C", "C", "C", "C", "C", "C", "C", "C", "C", "C", "C", "C", "C", "C", "C", "C", "C", "C", "C", "C", "C", "C", "C", "C", "C", "C", "C", "C", "C", "C", "C", "C", "C", "C", "C", "C", "H", "H", "H", "H", "H", "H", "H", "H", "H", "H", "H", "H", "H", "H", "H", "H", "H", "H", "H", "H", "H", "H", "H", "H", "H", "H", "H", "H", "H", "H", "C", "C", "C", "C", "N", "C", "S", "N", "H", "H", "H", "H", "H"],
  "positions_angstrom": [[1.4989, 0.2383, 1.5105], [5.8916, -1.0215, 0.6712], [6.0232, -1.4598, 1.9350], [6.9550, -2.4694, 2.1786], [7.1472, -2.9474, 3.4562], [6.4282, -2.4262, 4.5303], [5.4894, -1.4467, 4.3020], [5.2618, -0.9551, 3.0110], [4.1588, -0.0212, 2.7699], [3.8248, 0.3082, 1.5736], [3.4759, 0.4039, 3.8257], [2.3833, 1.0680, 3.5147], [1.6833, 1.7365, 4.3465], [0.5335, 2.4991, 3.9368], [-0.3996, 2.8592, 4.8579], [-1.5084, 3.7060, 4.5607], [-1.6123, 4.2665, 3.3484], [-0.6711, 3.9548, 2.2553], [0.4431, 2.9946, 2.5608], [1.2872, 2.7509, 1.6862], [5.1366, -0.4051, 0.6525], [7.5048, -2.8659, 1.3354], [7.8588, -3.7454, 3.6241], [6.6002, -2.7962, 5.5314], [4.8862, -1.0450, 5.1028], [2.0047, 1.7891, 5.3869], [-0.3016, 2.4841, 5.8712], [-2.2236, 3.9294, 5.3408], [-2.4103, 4.9592, 3.1152], [-0.1868, 4.8772, 1.9158], [1.6733, 0.5938, -0.5314], [1.0176, 0.6474, -1.8401], [-0.4353, 1.3745, -2.0402], [-1.7881, 0.7097, -1.6343], [-1.9348, 0.0528, -0.2591], [-1.8611, 0.8157, 1.2521], [-0.5240, 0.8261, 1.8880], [-2.4838, 2.4081, 1.1645], [-3.8277, 2.6785, 1.4465], [-4.3394, 3.9329, 1.2515], [-3.4923, 4.9472, 0.6968], [-2.1859, 4.7306, 0.4538], [-1.4863, 3.4984, 0.9311], [-3.0219, -0.2377, 2.1075], [-4.1753, -0.7267, 1.5150], [-5.0194, -1.5314, 2.2635], [-4.6960, -1.8457, 3.5768], [-3.5329, -1.3545, 4.1537], [-2.6857, -0.5445, 3.4155], [-2.1900, -0.5594, -2.8212], [-2.0860, -0.1776, -4.1528], [-2.3040, -1.1211, -5.1391], [-2.6174, -2.4268, -4.7809], [-2.7359, -2.7863, -3.4469], [-2.5251, -1.8464, -2.4486], [-3.0281, 1.9048, -2.0994], [-4.3467, 1.4800, -2.0001], [-5.3540, 2.3108, -2.4489], [-5.0336, 3.5459, -3.0019], [-3.7127, 3.9494, -3.1062], [-2.6936, 3.1260, -2.6500], [0.9367, -1.0398, -2.4713], [0.6599, -2.0209, -1.5282], [0.7330, -3.3524, -1.8945], [1.1027, -3.6934, -3.1889], [1.3858, -2.7063, -4.1210], [1.3036, -1.3669, -3.7662], [2.0074, 1.5794, -2.9882], [1.5166, 1.9865, -4.2192], [2.3646, 2.6696, -5.0751], [3.6747, 2.9311, -4.6941], [4.1419, 2.5338, -3.4486], [3.3038, 1.8509, -2.5823], [-4.4695, 1.8675, 1.7695], [-5.3888, 4.1289, 1.4186], [-3.9336, 5.9042, 0.4432], [-1.5615, 5.5048, 0.0209], [-0.6939, 3.1665, 0.2509], [-4.4031, -0.4817, 0.4866], [-5.9320, -1.9089, 1.8225], [-5.3636, -2.4698, 4.1557], [-3.2856, -1.5994, 5.1773], [-1.7641, -0.1481, 3.8228], [-1.8348, 0.8482, -4.3927], [-2.2271, -0.8407, -6.1805], [-2.7688, -3.1690, -5.5532], [-2.9874, -3.8038, -3.1806], [-2.6008, -2.0942, -1.3979], [-4.5690, 0.5030, -1.5881], [-6.3852, 1.9923, -2.3854], [-5.8223, 4.1944, -3.3592], [-3.4700, 4.9079, -3.5437], [-1.6528, 3.4106, -2.7230], [0.3960, -1.7400, -0.5155], [0.5156, -4.1221, -1.1654], [1.1849, -4.7347, -3.4710], [1.6920, -2.9750, -5.1229], [1.5467, -0.5928, -4.4809], [0.4891, 1.7807, -4.4906], [2.0038, 2.9969, -6.0406], [4.3350, 3.4474, -5.3777], [5.1579, 2.7531, -3.1523], [3.6223, 1.5369, -1.5972], [3.4941, -6.1275, 0.2552], [2.2570, -5.3894, 0.6569], [0.9732, -5.8783, 0.4160], [-0.0817, -5.0633, 0.7864], [0.0902, -3.8743, 1.3562], [1.3509, -3.5192, 1.5937], [1.6489, -2.0780, 2.5700], [2.4306, -4.2108, 1.2514], [3.3117, -7.1937, 0.1373], [4.2751, -5.9571, 0.9930], [3.8531, -5.7260, -0.6949], [0.8106, -6.8419, -0.0450], [-1.1107, -5.3700, 0.6293]],
  "lowdin_charge": [1.119, 0.073, -0.254, -0.011, -0.073, -0.085, -0.024, -0.088, -0.469, -0.148, 0.060, -0.090, -0.047, -0.158, 0.012, -0.050, -0.007, -0.144, -0.349, -0.043, 0.072, 0.118, 0.106, 0.101, 0.109, 0.146, 0.126, 0.111, 0.119, 0.173, -0.348, 0.829, -0.345, 0.877, -0.339, 0.834, -0.340, -0.341, -0.112, -0.109, -0.115, -0.086, -0.239, -0.307, -0.079, -0.061, -0.060, -0.050, -0.047, -0.319, -0.065, -0.048, -0.052, -0.049, -0.055, -0.312, -0.058, -0.043, -0.047, -0.048, -0.060, -0.284, -0.074, -0.046, -0.046, -0.051, -0.047, -0.309, -0.080, -0.056, -0.051, -0.042, -0.039, 0.103, 0.093, 0.106, 0.114, 0.122, 0.092, 0.110, 0.111, 0.113, 0.107, 0.112, 0.116, 0.114, 0.116, 0.115, 0.110, 0.116, 0.115, 0.116, 0.112, 0.076, 0.071, 0.114, 0.114, 0.108, 0.102, 0.113, 0.114, 0.117, 0.110, -0.018, -0.321, -0.023, -0.153, 0.063, -0.785, 0.688, 0.118, 0.081, 0.086, 0.089, 0.116, 0.117]
}